11
Properties=species:S:1:pos:R:3:lowdin_charge:R:1 method="wB97M-V/def2-TZVPD" charge=+1 multiplicity=2 mol_weight_da=129.0 gap_ev="6.22 / 7.58"
O -2.3853 0.3948 2.0721 -0.0257
C -3.4966 0.5830 2.1623 0.1018
C 0.1547 -1.3665 -0.1117 -0.1721
C 1.4478 -1.3889 -0.1282 0.1798
H 2.3149 -1.6569 0.4607 0.0958
Li -0.3647 -0.1797 1.7502 0.7588
O 1.6779 0.0942 -1.4240 0.0537
C 0.4423 0.4242 -1.3858 -0.6888
O 0.1641 1.3752 -0.6076 -0.0318
O -0.3316 -0.6589 -1.2196 -0.0092
Be 0.3766 2.3794 -1.5682 0.7378